The following is a quantum chemistry calculation of a molecular structure, C32H86F3N7O10Ti at a distorted geometry, from the OMol25 dataset.

Structure (XYZ):
```
139
Properties=species:S:1:pos:R:3:forces:R:3:mulliken_charge:R:1
Ti -5.13189 13.46530 -18.10792 -0.18 -0.03 -0.63 0.93
O -1.24994 10.11190 -17.48309 0.25 -0.17 0.96 -0.34
H -1.35051 10.96784 -17.06019 -0.13 0.62 0.50 0.43
H -0.57790 10.22938 -18.15850 1.55 0.07 -1.51 0.36
H -2.07052 9.84426 -17.90335 -1.48 -0.60 -1.08 0.40
C -3.97644 8.95475 -21.23997 0.51 1.18 2.62 -0.20
O -2.66572 8.45076 -21.27571 1.37 -0.26 0.42 -0.22
O -4.03982 9.83245 -20.09985 0.02 -0.85 -2.29 -0.89
C -4.34806 9.59813 -22.63385 0.27 -0.80 0.67 0.82
F -4.20729 8.72587 -23.69740 0.42 0.53 0.82 -0.28
F -5.60344 9.95561 -22.65857 -2.11 0.14 0.23 -0.27
F -3.69122 10.71949 -22.90736 1.18 0.13 -0.22 -0.26
C -2.16059 7.42259 -22.15098 -1.06 2.05 -1.30 -0.17
C -1.12204 6.67788 -21.44981 0.57 -1.16 0.69 -1.13
H -0.45448 7.37559 -20.94417 0.01 -0.29 0.30 0.25
H -1.64486 5.97346 -20.80286 0.39 0.18 0.73 0.19
H -0.53889 6.02955 -22.10379 0.07 0.24 -0.30 0.39
H -1.74223 8.01821 -22.96235 0.08 -0.47 -0.56 0.28
H -2.91429 6.74608 -22.55394 -0.34 0.18 0.06 0.32
H -4.58308 8.07823 -21.01236 -0.91 -0.02 -0.65 0.24
C -4.13054 2.38525 -20.59769 -0.19 -0.16 0.68 -1.41
C -4.04557 2.81833 -19.06815 -0.26 -0.29 -0.38 0.71
C -5.06550 2.15060 -18.10542 -0.31 -0.62 -1.64 -0.89
O -5.04195 2.65494 -16.80211 -0.16 -0.33 2.32 -0.34
C -5.38487 1.63419 -15.80302 0.75 -1.35 -0.86 -0.79
N -2.73283 2.50916 -18.51175 0.18 -0.06 -0.73 -0.52
H -4.11861 1.30572 -20.74786 0.03 -0.06 0.21 0.31
H -3.32758 2.79079 -21.21324 0.60 0.04 0.58 0.34
H -4.97648 2.79025 -21.15309 -0.58 -0.03 0.57 0.41
H -4.27726 3.88164 -19.12967 0.13 0.38 0.51 0.07
H -4.84342 1.08348 -18.10410 0.22 -0.22 0.00 0.45
H -6.07885 2.23574 -18.49781 -0.18 0.16 -0.25 0.31
H -5.88494 0.78640 -16.27128 -0.53 0.28 -0.32 0.33
H -5.92404 1.81080 -14.87232 -0.43 1.54 -0.56 0.32
H -4.52110 1.10555 -15.39988 0.88 0.44 -0.30 0.32
H -2.72653 2.34151 -17.51579 -0.14 0.36 -0.04 0.22
H -2.02701 3.17874 -18.78298 0.03 -0.05 0.20 0.17
C 2.11702 11.45758 -25.54181 -0.23 -0.61 0.17 -1.28
C 2.28065 12.93598 -25.79169 1.40 0.30 1.62 0.64
C 3.65833 13.43009 -26.32842 0.20 -0.81 -1.47 -0.86
O 4.90698 13.09823 -25.68713 -1.03 -0.32 -0.35 -0.34
C 5.33758 14.07710 -24.79031 0.19 0.94 -0.08 -0.70
N 1.15984 13.34666 -26.59797 0.07 0.44 -0.01 -0.60
H 1.85402 10.92610 -26.45639 0.49 -0.18 -0.18 0.32
H 1.24165 11.29933 -24.91190 -0.14 0.23 0.06 0.29
H 2.93501 10.98743 -24.99596 0.28 0.07 -0.39 0.37
H 2.27948 13.36297 -24.78880 -0.81 0.48 0.19 0.14
H 3.64464 14.50017 -26.53541 -0.26 0.31 0.42 0.46
H 3.70103 13.00269 -27.33023 0.43 -0.29 -0.23 0.29
H 5.29395 15.07361 -25.22984 -0.74 0.33 -0.18 0.32
H 6.41466 14.06746 -24.62320 -0.01 -1.06 0.35 0.30
H 4.74970 14.05338 -23.87274 0.24 0.10 0.27 0.22
H 1.15356 14.33559 -26.80309 0.06 0.18 0.05 0.28
H 1.21498 12.86398 -27.48345 -0.16 -0.12 -0.22 0.17
C 0.58154 13.74382 -19.83968 0.77 -0.39 1.92 -1.41
C 1.63927 12.59300 -19.61865 2.38 3.05 -2.15 0.34
C 2.84206 12.83086 -18.54739 -2.94 -0.40 -0.41 -0.74
O 2.28886 12.65964 -17.25091 -0.69 -1.10 -0.53 -0.32
C 2.49351 13.71781 -16.39366 0.99 0.92 0.05 -0.78
N 1.17524 11.28836 -19.84475 -1.81 -2.55 2.14 -0.53
H 1.16259 14.61280 -20.14848 -0.29 -0.03 -0.43 0.33
H 0.09913 14.08155 -18.92246 -0.11 -0.19 0.38 0.29
H -0.23880 13.49690 -20.51359 0.44 -0.15 -0.37 0.46
H 2.14668 12.70465 -20.57687 1.09 1.03 -0.07 0.29
H 3.19877 13.85276 -18.67623 0.04 0.05 -0.15 0.41
H 3.67409 12.13398 -18.64827 -0.11 -0.12 -0.43 0.37
H 2.09913 13.47237 -15.40761 0.14 0.11 -0.10 0.24
H 2.09280 14.65595 -16.77764 -0.67 0.14 0.04 0.34
H 3.56324 13.92701 -16.38812 0.32 -0.02 0.78 0.34
H 0.51269 11.28665 -20.60707 0.14 -0.18 -0.21 0.25
H 1.98062 10.72408 -20.07508 -0.24 -0.48 -0.15 0.21
C 0.87450 -1.78180 -21.94242 2.58 0.84 -1.76 -1.34
C 1.20649 -1.01366 -20.72071 -1.64 0.90 1.00 0.40
C 1.94284 0.34334 -20.92850 0.67 -0.19 0.28 -0.81
O 2.15502 0.96702 -19.64559 -0.71 0.03 -1.13 -0.31
C 2.99288 2.11462 -19.69756 1.03 -1.43 0.74 -0.80
N -0.10793 -0.77556 -20.12226 -0.43 0.88 1.61 -0.75
H 0.39560 -1.09499 -22.64030 -0.79 -0.60 -0.10 0.28
H 0.50890 -2.80244 -21.82957 -0.46 0.55 0.18 0.35
H 1.88434 -1.84578 -22.34770 0.20 -0.74 -0.91 0.35
H 1.75282 -1.71004 -20.08455 0.36 0.52 0.38 0.34
H 1.49898 1.09421 -21.58216 -1.28 -0.23 -0.07 0.38
H 2.86447 0.22401 -21.49813 0.83 -0.50 0.50 0.46
H 3.93064 1.73991 -20.10779 0.50 0.34 0.03 0.34
H 3.13667 2.33875 -18.64058 0.15 0.42 -0.16 0.27
H 2.76263 3.01866 -20.26129 -1.02 -0.18 -0.19 0.29
H -0.43114 0.14142 -20.39571 -0.44 0.17 -1.29 0.22
H -0.00577 -0.45872 -19.16871 0.39 -0.75 0.92 0.32
C 5.25142 6.93313 -22.87845 0.77 0.51 0.19 -1.45
C 5.79635 7.56646 -21.60803 0.43 -1.70 0.00 0.31
C 7.31718 7.18559 -21.29154 -1.48 1.38 -0.36 -0.69
O 7.56352 7.69238 -19.98317 1.21 -0.22 -0.41 -0.34
C 8.95440 7.54745 -19.58379 -1.35 0.10 0.86 -0.75
N 5.59047 9.00446 -21.57791 0.73 -0.67 0.31 -0.64
H 5.66169 7.39721 -23.77534 0.31 0.03 -0.06 0.34
H 4.18235 7.13772 -22.93631 -0.06 -0.63 0.10 0.34
H 5.58424 5.89559 -22.84971 -0.72 -0.21 -0.36 0.38
H 5.22037 7.12800 -20.79310 -0.01 0.02 0.28 0.26
H 7.92137 7.76929 -21.98606 0.30 -0.05 -0.36 0.31
H 7.56602 6.13268 -21.42414 -0.19 -0.22 0.29 0.46
H 9.04198 8.13431 -18.66945 -0.03 -0.14 0.09 0.25
H 9.72199 7.94295 -20.24899 -0.35 -0.17 -0.60 0.31
H 9.09241 6.49498 -19.33605 0.47 -0.02 -0.16 0.29
H 6.13303 9.31270 -22.37209 -0.03 0.64 -0.44 0.28
H 6.22879 9.14858 -20.80857 -0.07 1.39 0.65 0.34
C -6.37047 15.73771 -21.77526 -0.15 -0.61 -1.31 -1.37
C -5.69605 16.90997 -21.12913 0.89 0.79 0.54 0.28
C -5.94731 18.22330 -21.84757 1.54 0.62 -0.77 -0.74
O -4.94643 19.22210 -21.45312 -0.54 -1.14 1.11 -0.32
C -5.02919 20.40823 -22.19612 -0.94 0.26 -0.65 -0.71
N -6.04470 16.98657 -19.73200 -0.27 -0.55 1.10 -0.58
H -6.01994 14.73993 -21.51130 0.20 0.14 0.63 0.29
H -6.22455 15.72394 -22.85536 0.12 0.31 -0.13 0.37
H -7.45511 15.73463 -21.66729 -0.08 0.21 0.34 0.35
H -4.60879 16.87480 -21.06028 0.23 -0.66 -0.75 0.32
H -6.97312 18.55892 -21.69539 -0.08 0.34 -0.08 0.39
H -5.71716 18.03616 -22.89644 -0.58 0.07 -0.36 0.38
H -6.04760 20.79129 -22.13144 -0.27 0.07 -0.33 0.30
H -4.76776 20.20718 -23.23503 -0.10 0.08 -0.25 0.28
H -4.42297 21.25326 -21.86972 0.49 -0.65 0.61 0.28
H -7.03177 17.18540 -19.65285 -0.25 0.11 0.27 0.25
H -5.53478 17.76055 -19.33069 -0.09 0.22 0.23 0.29
C -3.95986 12.38160 -28.49731 1.41 -0.47 1.15 -1.37
C -3.64701 12.16930 -29.94642 0.85 0.22 0.18 0.75
C -2.63779 11.01777 -30.39451 0.57 0.00 1.47 -0.74
O -1.22912 11.09135 -29.94760 -1.03 -0.32 0.23 -0.33
C -0.37274 11.77902 -30.84275 -2.10 1.27 0.27 -0.69
N -4.92114 12.08802 -30.56933 -1.24 -0.57 -2.71 -0.63
H -4.67186 13.20686 -28.50572 0.14 -0.04 0.56 0.36
H -3.03499 12.63249 -27.97791 -0.07 0.29 0.44 0.29
H -4.36873 11.50824 -27.98920 -0.26 -0.06 -0.13 0.34
H -3.18590 13.12746 -30.18601 0.05 0.04 -0.80 0.08
H -2.63762 10.84619 -31.47092 -0.32 0.23 -0.06 0.40
H -2.93628 10.11052 -29.86924 -0.36 -0.15 -0.29 0.25
H -0.51686 11.39564 -31.85287 0.82 -0.33 -0.11 0.33
H 0.63413 11.91100 -30.44665 -0.07 -0.68 -0.20 0.24
H -0.83039 12.76804 -30.86461 0.51 0.68 -0.45 0.28
H -5.49064 12.91929 -30.63838 0.57 0.16 0.11 0.25
H -5.55692 11.33270 -30.35630 0.56 -0.25 0.36 0.21
```
Forces are in eV/Å.

Computed properties:
Multiplicity ... 4
Expectation value of S² ... 3.75
Net charge ... +1
M ... 833.940 g mol⁻¹
Orbital gap (spin up / spin down) ... 4.45 / 4.52 eV